Entry 1:
Computed, not measured: a cluster of 4 separate species, H8O4 in total, with ωB97M-V with the def2-TZVPD basis set.

The geometry in ORCA input format:
```
! wB97M-V def2-TZVPD RIJCOSX def2/J DEFGRID3
* xyz 0 1
O 1.32 2.44 -2.54
O 1.27 -1.40 1.60
O -1.87 -2.15 1.63
O -0.15 0.55 0.31
H 0.52 2.00 -2.86
H -1.05 0.88 0.18
H 0.75 -0.65 1.26
H 1.33 -2.01 0.86
H 1.75 2.78 -3.33
H -2.51 -1.71 1.06
H -1.68 -1.50 2.32
H 0.31 0.78 -0.50
*
```

As for the relative energy (zero: lowest compared OMol25 entry of this formula, charge and spin): 24.60 kcal/mol. Its SMILES is O.O.O.O. As for the molar mass: 72.06 g/mol. The maximum force comes out at 0.83 eV/Å. As for the total energy: -305.739998 a.u. The HOMO-LUMO gap comes out at 10.541 eV.

Entry 2:
Computed, not measured: a cluster of 4 separate species, H8O4 in total, with ωB97M-V with the def2-TZVPD basis set.

The geometry in ORCA input format:
```
! wB97M-V def2-TZVPD RIJCOSX def2/J DEFGRID3
* xyz 0 1
O 28.07 -14.82 -13.69
O 26.57 -16.96 -14.58
O 24.16 -19.36 -14.42
O 24.04 -16.81 -15.73
H 24.96 -16.80 -15.48
H 26.94 -17.65 -14.09
H 24.26 -18.50 -14.83
H 27.87 -13.92 -13.93
H 27.22 -16.24 -14.50
H 23.73 -17.01 -16.64
H 28.39 -14.79 -12.76
H 24.19 -19.22 -13.51
*
```

As for the relative energy (zero: lowest compared OMol25 entry of this formula, charge and spin): 20.23 kcal/mol. Its SMILES is O.O.O.O. As for the molar mass: 72.06 g/mol. The maximum force comes out at 2.45 eV/Å. As for the total energy: -305.746964 a.u. The HOMO-LUMO gap comes out at 10.971 eV.

Entry 3:
Computed, not measured: a structure of composition H8O4Tl, with ωB97M-V with the def2-TZVPD basis set.

The geometry in ORCA input format:
```
! wB97M-V def2-TZVPD RIJCOSX def2/J DEFGRID3
* xyz 3 1
Tl -2.20 0.24 2.27
O 1.80 3.15 1.61
O 0.89 -1.08 -1.50
O -1.59 -4.73 1.91
O -1.27 2.70 -1.97
H 1.84 -0.98 -1.47
H -0.68 2.08 -2.40
H 0.74 -1.68 -2.23
H 2.63 3.11 1.14
H -0.65 -4.91 2.00
H 1.71 4.07 1.86
H -1.31 3.45 -2.56
H -1.92 -5.42 1.34
*
```

As for the relative energy (zero: lowest compared OMol25 entry of this formula, charge and spin): 45.28 kcal/mol. As for the molar mass: 276.44 g/mol. The maximum force comes out at 1.38 eV/Å. As for the total energy: -476.726590 a.u. The HOMO-LUMO gap comes out at 1.912 eV.

Entry 4:
Computed, not measured: a structure of composition H8O4Tl, with ωB97M-V with the def2-TZVPD basis set.

The geometry in ORCA input format:
```
! wB97M-V def2-TZVPD RIJCOSX def2/J DEFGRID3
* xyz 3 1
Tl -0.01 -0.03 0.00
O -0.11 2.13 -1.74
O 0.37 -2.14 1.83
O -1.05 2.25 1.22
O 0.68 -2.29 -1.31
H -1.16 3.22 1.03
H 0.50 -3.11 1.69
H 0.13 -3.12 -1.33
H 0.56 -1.97 2.79
H -0.12 2.12 -2.74
H 0.01 3.08 -1.49
H 1.24 -2.31 -2.14
H -1.04 2.17 2.20
*
```

As for the relative energy (zero: lowest compared OMol25 entry of this formula, charge and spin): 32.52 kcal/mol. As for the molar mass: 276.44 g/mol. The maximum force comes out at 1.16 eV/Å. As for the total energy: -476.746926 a.u. The HOMO-LUMO gap comes out at 4.801 eV.

Entry 5:
Computed, not measured: a cluster of 2 separate species, H9NSi3 in total, with ωB97M-V with the def2-TZVPD basis set.

The geometry in ORCA input format:
```
! wB97M-V def2-TZVPD RIJCOSX def2/J DEFGRID3
* xyz 0 1
Si 2.10 1.62 -0.48
Si -2.17 -0.95 0.50
Si -0.78 0.84 0.63
N -1.15 -1.93 -0.59
H -3.29 -0.57 -0.22
H -2.74 -1.74 1.50
H 2.12 0.15 -1.05
H 3.21 2.27 -0.96
H -0.94 0.94 2.05
H 2.06 1.51 0.93
H -0.22 -2.02 -0.24
H -1.43 -2.83 -0.94
H 0.84 2.52 -0.93
*
```

As for the relative energy (zero: lowest compared OMol25 entry of this formula, charge and spin): 63.20 kcal/mol. As for the molar mass: 107.34 g/mol. The maximum force comes out at 3.78 eV/Å. As for the total energy: -928.464071 a.u. The HOMO-LUMO gap comes out at 6.895 eV.

Entry 6:
Computed, not measured: a cluster of 4 separate species, H9O4 in total, with ωB97M-V with the def2-TZVPD basis set.

The geometry in ORCA input format:
```
! wB97M-V def2-TZVPD RIJCOSX def2/J DEFGRID3
* xyz 1 1
O 1.73 1.23 0.61
O -0.30 -0.15 0.44
O -1.54 1.23 -1.39
O 0.19 -2.49 0.57
H -2.40 1.44 -0.93
H -0.75 -2.80 0.60
H -0.75 0.30 -0.39
H -1.35 1.92 -2.05
H 0.65 0.17 0.72
H 0.61 -3.32 0.19
H 2.20 1.69 -0.19
H 1.66 1.86 1.42
H 0.04 -1.08 0.41
*
```

As for the relative energy (zero: lowest compared OMol25 entry of this formula, charge and spin): 27.47 kcal/mol. As for the molar mass: 73.07 g/mol. The maximum force comes out at 3.52 eV/Å. As for the total energy: -306.082668 a.u. The HOMO-LUMO gap comes out at 13.274 eV.

Entry 7:
Computed, not measured: a cluster of 4 separate species, H9O4 in total, with ωB97M-V with the def2-TZVPD basis set.

The geometry in ORCA input format:
```
! wB97M-V def2-TZVPD RIJCOSX def2/J DEFGRID3
* xyz 1 1
O 2.05 3.02 0.17
O -3.75 -2.45 -0.01
O 0.46 -1.11 -0.98
O 0.67 0.81 0.56
H -0.39 -1.06 -1.45
H 0.76 -2.03 -0.98
H -3.80 -3.23 -0.56
H 1.43 1.41 0.38
H -3.60 -2.74 0.90
H 0.60 -0.05 -0.01
H 2.80 2.96 0.76
H 2.14 3.87 -0.29
H 0.63 0.60 1.51
*
```

As for the relative energy (zero: lowest compared OMol25 entry of this formula, charge and spin): 24.08 kcal/mol. As for the molar mass: 73.07 g/mol. The maximum force comes out at 0.85 eV/Å. As for the total energy: -306.088077 a.u. The HOMO-LUMO gap comes out at 10.609 eV.

Entry 8:
Computed, not measured: a cluster of 4 separate species, H9O4 in total, with ωB97M-V with the def2-TZVPD basis set.

The geometry in ORCA input format:
```
! wB97M-V def2-TZVPD RIJCOSX def2/J DEFGRID3
* xyz 1 1
O 1.01 1.20 1.64
O -0.06 1.09 -2.22
O -0.77 0.11 0.11
O -0.33 -2.40 0.42
H -0.08 0.56 0.71
H 0.11 -2.74 1.21
H -0.91 -3.07 0.04
H -0.34 0.20 -0.79
H 1.84 0.90 2.02
H 0.18 1.97 -1.89
H 0.60 0.88 -2.88
H 0.96 2.14 1.84
H -0.67 -0.88 0.35
*
```

As for the relative energy (zero: lowest compared OMol25 entry of this formula, charge and spin): 7.27 kcal/mol. As for the molar mass: 73.07 g/mol. The maximum force comes out at 1.34 eV/Å. As for the total energy: -306.114863 a.u. The HOMO-LUMO gap comes out at 13.212 eV.

Entry 9:
Computed, not measured: a cluster of 4 separate species, H9O4 in total, with ωB97M-V with the def2-TZVPD basis set.

The geometry in ORCA input format:
```
! wB97M-V def2-TZVPD RIJCOSX def2/J DEFGRID3
* xyz 1 1
O -1.96 -0.11 -1.40
O 0.47 0.76 1.76
O 1.62 -1.16 -0.14
O 0.10 0.88 -0.73
H -0.98 0.45 -0.60
H 0.86 0.30 2.51
H 2.23 -1.21 -0.87
H -0.46 0.68 1.99
H -2.84 0.23 -1.21
H 0.15 1.54 -0.03
H -1.81 -1.05 -1.54
H 0.78 0.11 -0.49
H 1.83 -1.41 0.76
*
```

As for the relative energy (zero: lowest compared OMol25 entry of this formula, charge and spin): 32.87 kcal/mol. As for the molar mass: 73.07 g/mol. The maximum force comes out at 2.71 eV/Å. As for the total energy: -306.074069 a.u. The HOMO-LUMO gap comes out at 12.708 eV.

Entry 10:
Computed, not measured: a structure of composition HINO, with ωB97M-V with the def2-TZVPD basis set.

The geometry in ORCA input format:
```
! wB97M-V def2-TZVPD RIJCOSX def2/J DEFGRID3
* xyz -1 1
I -1.26 -0.15 -0.50
O 1.10 -1.11 -0.13
N -1.29 1.51 0.43
H 1.45 -0.26 0.20
*
```

As for the relative energy (zero: lowest compared OMol25 entry of this formula, charge and spin): 85.53 kcal/mol. As for the molar mass: 157.92 g/mol. The maximum force comes out at 0.67 eV/Å. As for the total energy: -428.146085 a.u. The HOMO-LUMO gap (spin up / spin down) comes out at 6.419 / 6.199 eV.

Entry 11:
Computed, not measured: a structure of composition HMnO2S, with ωB97M-V with the def2-TZVPD basis set.

The geometry in ORCA input format:
```
! wB97M-V def2-TZVPD RIJCOSX def2/J DEFGRID3
* xyz 1 6
Mn -2.19 -0.32 -0.41
S 0.99 0.51 -0.21
O 1.57 -0.78 0.09
O -0.48 0.57 -0.12
H -3.46 0.06 -1.39
*
```

As for the relative energy (zero: lowest compared OMol25 entry of this formula, charge and spin): 0.00 kcal/mol. As for the molar mass: 120.01 g/mol. The maximum force comes out at 2.16 eV/Å. As for the total energy: -1699.915672 a.u. The HOMO-LUMO gap (spin up / spin down) comes out at 7.393 / 8.018 eV.

Entry 12:
Computed, not measured: the ion HN2O2S with charge -1, with ωB97M-V with the def2-TZVPD basis set.

The geometry in ORCA input format:
```
! wB97M-V def2-TZVPD RIJCOSX def2/J DEFGRID3
* xyz -1 1
S -1.46 -1.34 0.04
O 1.27 -0.19 -0.14
O 0.29 1.86 0.07
N -1.15 0.18 0.07
N -0.01 0.69 -0.03
H 1.06 -1.21 -0.01
*
```

As for the relative energy (zero: lowest compared OMol25 entry of this formula, charge and spin): 14.13 kcal/mol. Its SMILES is [O-]N(O)N=S. As for the molar mass: 93.09 g/mol. The maximum force comes out at 4.65 eV/Å. As for the total energy: -658.682633 a.u. The HOMO-LUMO gap comes out at 7.012 eV.

Among the records above, which one has the highest maximum force? HN2O2S